# 1
Entry from the Open Molecules 2025 dataset: a molecular structure, C35H47As3N3O3Ti (ωB97M-V with the def2-TZVPD basis set).

Geometry as XYZ:
```
92
C35H47As3N3O3Ti ωB97M-V with the def2-TZVPD basis set
Ti -0.22 0.55 1.01
C 4.27 0.40 0.48
C 4.68 0.42 1.82
C 3.74 0.32 2.82
C 2.38 0.18 2.47
N 1.99 0.18 1.17
C 2.93 0.29 0.21
C 1.32 0.05 3.43
C 1.44 0.10 4.83
C 0.33 -0.01 5.62
C -0.94 -0.21 5.02
C -1.03 -0.27 3.67
N 0.08 -0.12 2.87
C -2.26 -0.53 2.88
C -3.52 -0.63 3.44
C -4.59 -0.95 2.62
C -4.36 -1.14 1.26
C -3.08 -0.98 0.77
N -2.05 -0.68 1.56
H 4.98 0.47 -0.33
H 5.73 0.51 2.08
H 4.04 0.32 3.86
H 2.58 0.28 -0.81
H 2.42 0.24 5.28
H 0.42 0.03 6.70
H -1.82 -0.34 5.64
H -3.67 -0.47 4.50
H -5.58 -1.04 3.02
H -5.16 -1.40 0.58
H -2.86 -1.07 -0.28
C -5.14 4.91 -1.42
O -4.44 5.57 -0.36
C -3.44 4.92 0.25
C -2.78 5.68 1.25
C -1.73 5.12 1.91
C -1.29 3.80 1.62
C -0.04 3.34 2.09
C 0.73 4.05 3.16
O 0.51 2.33 1.57
C -2.02 3.02 0.67
O -1.74 1.77 0.47
C -3.07 3.63 -0.04
H -5.85 5.63 -1.80
H -5.67 4.04 -1.04
H -4.44 4.61 -2.21
H -3.12 6.69 1.45
H -1.20 5.71 2.65
H 1.20 4.94 2.74
H 1.51 3.39 3.53
H 0.09 4.36 3.98
H -3.60 3.02 -0.76
C 2.14 -3.10 1.35
As 0.59 -2.51 0.32
C -0.45 -4.15 0.47
C 1.45 -2.74 -1.44
C 0.71 -2.31 -2.71
C -0.73 -2.84 -2.70
C 0.71 -0.78 -2.91
As -0.30 0.36 -1.70
C -2.03 0.47 -2.57
C 0.43 2.09 -2.23
C 1.44 -2.93 -3.91
As 3.35 -2.41 -4.08
C 3.43 -2.41 -6.04
C 4.14 -4.17 -3.80
H 2.44 -4.09 1.00
H 1.88 -3.15 2.41
H 2.97 -2.40 1.22
H 0.06 -4.97 -0.03
H -1.45 -4.03 0.04
H -0.56 -4.39 1.53
H 1.69 -3.81 -1.51
H 2.40 -2.22 -1.36
H -1.32 -2.44 -1.87
H -0.74 -3.93 -2.62
H -1.25 -2.57 -3.63
H 0.32 -0.56 -3.91
H 1.74 -0.41 -2.89
H -1.92 1.03 -3.50
H -2.73 0.99 -1.91
H -2.40 -0.53 -2.79
H 0.51 2.14 -3.32
H 1.41 2.24 -1.79
H -0.24 2.87 -1.88
H 0.93 -2.67 -4.84
H 1.42 -4.02 -3.82
H 2.89 -1.54 -6.42
H 3.00 -3.32 -6.45
H 4.48 -2.33 -6.35
H 4.05 -4.44 -2.75
H 5.20 -4.13 -4.06
H 3.65 -4.93 -4.41
```

Output
HOMO level (alpha / beta): -7.76 / -10.57 eV
ΔE to the lowest compared entry with this formula, charge and spin: 6.4 kcal/mol
Kohn-Sham gap (alpha / beta): 5.22 / 7.86 eV
molecular weight: 830.41 Da
strongest force on any atom: 1.092 eV Å⁻¹
energy: -253299.5319 eV
spin multiplicity: 3
charge: +1
lowest unoccupied orbital energy (alpha / beta): -2.5 / -2.7 eV

Here are the Mulliken charges for atoms 1 to 6, given in e: -0.979 -1.035 -0.842 -0.991 0.740 1.243

# 2
Entry from the Open Molecules 2025 dataset: a molecular structure, C35H47BN6O4OsS3SeTe (ωB97M-V with the def2-TZVPD basis set).

Geometry as XYZ:
```
99
C35H47BN6O4OsS3SeTe ωB97M-V with the def2-TZVPD basis set
Os -0.27 0.25 -0.27
C 1.42 -3.05 -3.96
C 2.05 -2.82 -2.62
C 3.23 -3.40 -2.25
C 3.79 -3.17 -0.97
N 3.22 -2.35 -0.12
N 2.08 -1.75 -0.50
B 1.52 -0.73 0.51
N 2.46 0.50 0.77
N 3.71 0.44 0.33
C 4.49 1.46 0.57
C 4.04 2.55 1.36
C 2.75 2.62 1.78
C 2.20 3.79 2.55
C 1.91 1.55 1.40
S 0.19 1.55 1.68
C 5.87 1.46 -0.04
C 6.01 2.76 -0.84
C 6.07 0.25 -0.94
C 6.93 1.48 1.07
N 1.24 -1.39 1.92
N 2.29 -1.48 2.73
C 2.09 -1.99 3.93
C 0.82 -2.48 4.30
C -0.26 -2.37 3.46
C -1.64 -2.82 3.84
C 0.00 -1.73 2.23
S -1.27 -1.27 1.13
C 3.30 -1.96 4.86
C 4.42 -2.80 4.24
C 3.76 -0.50 4.99
C 2.95 -2.51 6.24
C 1.47 -1.96 -1.66
S -0.09 -1.22 -2.00
C 5.09 -3.85 -0.57
C 6.19 -3.40 -1.55
C 4.90 -5.37 -0.67
C 5.48 -3.48 0.86
H 1.99 -3.78 -4.52
H 1.40 -2.12 -4.53
H 0.40 -3.40 -3.86
H 3.73 -4.06 -2.94
H 4.72 3.37 1.57
H 3.00 4.48 2.83
H 1.69 3.46 3.46
H 1.47 4.33 1.95
H 5.05 3.53 -2.38
H 6.90 2.68 -1.46
H 6.15 3.61 -0.17
H 5.33 0.24 -1.75
H 5.96 -0.68 -0.38
H 7.07 0.28 -1.37
H 6.85 2.35 1.72
H 7.93 1.49 0.63
H 6.85 0.58 1.69
H 0.69 -2.93 5.28
H -1.63 -3.28 4.82
H -2.02 -3.54 3.11
H -2.33 -1.98 3.85
H 4.71 -2.39 3.27
H 4.12 -3.84 4.11
H 5.29 -2.79 4.90
H 4.03 -0.09 4.02
H 4.63 -0.46 5.65
H 2.98 0.12 5.43
H 2.65 -3.56 6.21
H 2.15 -1.93 6.73
H 3.83 -2.45 6.88
H 5.98 -3.71 -2.58
H 7.14 -3.85 -1.26
H 6.32 -2.31 -1.54
H 4.70 -5.71 -1.69
H 4.08 -5.71 -0.03
H 5.81 -5.87 -0.34
H 5.46 -2.40 1.03
H 6.49 -3.84 1.05
H 4.81 -3.95 1.58
C -4.31 0.86 0.08
Te -2.73 1.09 -1.32
C -3.50 -0.68 -2.23
C -4.93 -0.74 -1.76
C -5.86 -1.54 -2.42
C -7.17 -1.61 -1.96
C -7.55 -0.87 -0.85
C -6.63 -0.06 -0.20
C -5.32 0.00 -0.65
H -4.68 1.86 0.30
H -3.92 0.42 0.99
H -2.89 -1.51 -1.88
H -3.39 -0.60 -3.31
H -5.57 -2.12 -3.29
H -7.89 -2.23 -2.47
H -8.58 -0.90 -0.50
H -6.94 0.53 0.66
O 2.43 0.66 -2.35
Se 1.81 2.15 -2.12
O 1.56 3.03 -3.45
O 0.24 1.88 -1.32
O 4.84 2.95 -1.64
```

Output
HOMO level (alpha / beta): -13.02 / -12.97 eV
Kohn-Sham gap (alpha / beta): 4.51 / 4.39 eV
molecular weight: 1119.60 Da
strongest force on any atom: 2.617 eV Å⁻¹
energy: -162462.5535 eV
charge: +2
lowest unoccupied orbital energy (alpha / beta): -8.5 / -8.6 eV

Here are the Mulliken charges for atoms 1 to 6, given in e: 2.672 -1.869 0.190 -0.509 0.006 -0.434

# 3
Entry from the Open Molecules 2025 dataset: 11 unconnected molecules or ions with the total composition C35H47Br2F15N8O15S5 (ωB97M-V with the def2-TZVPD basis set).

Geometry as XYZ:
```
127
C35H47Br2F15N8O15S5 ωB97M-V with the def2-TZVPD basis set
C -7.85 -23.46 -3.67
N -7.45 -24.43 -4.80
C -8.29 -24.67 -5.85
C -7.99 -25.43 -6.90
C -6.74 -26.03 -6.99
C -5.88 -25.89 -5.88
C -6.29 -25.11 -4.83
C -6.37 -26.91 -8.15
C -7.32 -27.78 -8.73
C -6.91 -28.71 -9.67
N -5.66 -28.72 -10.10
C -4.81 -27.79 -9.69
C -5.16 -26.83 -8.78
C -5.25 -29.61 -11.16
H -8.57 -22.78 -4.19
H -6.96 -22.91 -3.37
H -8.32 -24.04 -2.91
H -9.20 -24.09 -5.77
H -8.69 -25.54 -7.70
H -4.95 -26.35 -5.84
H -5.62 -24.94 -4.01
H -8.41 -27.82 -8.51
H -7.50 -29.51 -10.07
H -3.85 -27.83 -10.15
H -4.46 -26.13 -8.47
H -6.18 -29.96 -11.63
H -4.84 -30.48 -10.73
H -4.56 -29.14 -11.88
C -8.07 -29.25 -6.26
C -7.69 -30.07 -5.05
N -7.53 -31.45 -5.52
C -6.32 -32.13 -5.74
C -6.67 -33.39 -6.13
N -8.02 -33.47 -6.09
C -8.49 -32.30 -5.71
C -8.79 -34.55 -6.68
H -8.98 -29.58 -6.80
H -7.26 -29.41 -6.94
H -8.17 -28.21 -5.98
H -8.40 -30.05 -4.19
H -6.66 -29.69 -4.76
H -5.32 -31.64 -5.73
H -6.10 -34.22 -6.51
H -9.43 -31.99 -5.41
H -9.68 -34.49 -6.09
H -8.43 -35.54 -6.40
H -9.06 -34.31 -7.71
C -5.16 -17.65 -9.58
C -3.99 -18.24 -8.97
N -4.00 -19.74 -9.14
C -3.19 -20.50 -9.97
C -3.51 -21.81 -9.78
N -4.58 -21.82 -8.89
C -4.75 -20.57 -8.48
C -5.25 -23.00 -8.27
H -5.10 -16.60 -9.17
H -6.04 -18.20 -9.14
H -5.13 -17.70 -10.69
H -3.95 -18.10 -7.89
H -2.97 -17.89 -9.28
H -2.48 -20.01 -10.69
H -3.20 -22.68 -10.28
H -5.57 -20.26 -7.79
H -5.11 -23.78 -8.93
H -6.25 -22.81 -8.19
H -4.85 -23.16 -7.22
C -11.16 -23.33 -10.59
C -9.91 -23.62 -9.82
N -8.85 -24.17 -10.72
C -8.67 -25.45 -11.25
C -7.45 -25.51 -11.78
N -6.87 -24.27 -11.57
C -7.75 -23.49 -10.98
C -5.67 -23.70 -12.21
H -11.14 -22.42 -11.17
H -12.02 -23.41 -9.93
H -11.44 -24.01 -11.32
H -10.12 -24.37 -8.98
H -9.46 -22.78 -9.37
H -9.44 -26.20 -11.22
H -6.98 -26.31 -12.33
H -7.52 -22.53 -10.67
H -5.24 -22.91 -11.61
H -5.95 -23.24 -13.20
H -4.97 -24.55 -12.30
Br -4.28 -28.90 -6.06
Br -2.66 -27.15 -12.67
C -8.56 -27.10 -0.39
F -7.52 -27.97 -0.68
F -9.09 -27.49 0.77
F -7.97 -25.89 -0.19
S -9.74 -27.00 -1.77
O -10.75 -26.18 -1.23
O -8.96 -26.36 -2.77
O -10.07 -28.34 -2.02
C -13.06 -27.41 -8.79
F -13.37 -27.58 -7.51
F -13.29 -28.55 -9.53
F -13.82 -26.44 -9.27
S -11.29 -27.10 -8.95
O -10.56 -28.15 -8.31
O -11.14 -27.06 -10.38
O -11.03 -25.85 -8.27
C -6.52 -19.54 -3.47
F -7.92 -19.67 -3.65
F -6.29 -18.29 -2.99
F -6.21 -20.38 -2.44
S -5.56 -20.01 -4.94
O -5.92 -21.41 -5.20
O -6.09 -19.07 -5.94
O -4.24 -19.76 -4.46
C -7.34 -18.58 -12.39
F -6.64 -17.52 -12.67
F -7.62 -18.62 -11.10
F -8.53 -18.57 -13.05
S -6.49 -20.17 -12.89
O -7.47 -21.21 -12.62
O -6.16 -19.94 -14.26
O -5.37 -20.10 -11.97
C -6.28 -33.47 -10.71
F -5.38 -32.64 -10.31
F -6.12 -33.76 -11.98
F -6.00 -34.66 -10.01
S -8.00 -32.79 -10.47
O -8.81 -33.64 -11.30
O -8.14 -32.93 -9.03
O -7.87 -31.40 -10.91
```

Output
HOMO level: -4.22 eV
Kohn-Sham gap: 5.94 eV
molecular weight: 1424.92 Da
strongest force on any atom: 3.895 eV Å⁻¹
energy: -314719.1171 eV
charge: -2
lowest unoccupied orbital energy: 1.7 eV

Here are the Mulliken charges for atoms 1 to 6, given in e: -0.872 0.768 -1.038 -0.023 1.444 -1.051